Formula: C9H13ClO
Source: the OMol25 dataset
Level of theory: the ωB97M-V functional and the def2-TZVPD basis

XYZ file:
```
24
C9H13ClO the ωB97M-V functional and the def2-TZVPD basis
C -0.467 0.108 0.209
C -2.020 -0.109 0.627
C 0.210 1.257 0.459
C -2.778 0.201 -0.450
C -0.200 -1.206 -0.073
C 1.618 1.318 0.052
C -0.481 2.580 0.701
C -0.299 -1.945 -1.356
C 0.132 -2.181 1.044
O -2.255 -0.659 1.671
Cl -4.517 0.042 -0.429
H -2.341 0.362 -1.426
H 2.033 2.050 0.730
H 2.058 0.337 0.288
H 1.837 1.649 -0.977
H 0.228 3.148 1.294
H -0.932 3.087 -0.138
H -1.275 2.310 1.273
H -0.571 -1.288 -2.228
H -0.915 -2.721 -1.251
H 0.661 -2.270 -1.681
H -0.973 -2.330 1.435
H 0.619 -1.479 1.726
H 0.666 -3.088 0.657
```

Results
HOMO energy (spin up / spin down) in hartree: -0.2756 / -0.2757
Strongest force on any atom in hartree/bohr: 0.111
Net charge: 0
HOMO-LUMO gap (spin up / spin down) in eV: 6.57 / 6.57
2S+1: 1
Relative energy (zero: lowest compared OMol25 entry of this formula, charge and spin) in eV: 3.612
E_LUMO (spin up / spin down) in eV: -0.9 / -0.9

---

Formula: C9H13F3O
Source: the OMol25 dataset
Level of theory: the ωB97M-V functional and the def2-TZVPD basis

XYZ file:
```
26
C9H13F3O the ωB97M-V functional and the def2-TZVPD basis
C 1.344 0.685 -1.942
C 1.234 0.490 -0.637
C 2.224 -0.369 0.105
F 1.642 -1.034 1.122
F 2.931 -1.188 -0.630
F 3.183 0.400 0.688
C 0.088 1.149 0.130
C 0.815 1.760 1.398
O -0.588 2.017 -0.723
C -0.840 0.003 0.516
C -2.291 -0.085 0.331
C -1.365 -0.991 -0.470
C -1.255 -2.499 -0.178
H 2.096 0.286 -2.452
H 0.740 1.334 -2.564
H 0.096 2.327 2.183
H 1.471 2.587 1.233
H 1.258 1.085 2.056
H -1.498 1.778 -0.607
H -0.681 -0.563 1.500
H -2.861 0.606 -0.251
H -2.924 -0.481 1.087
H -1.128 -0.898 -1.584
H -2.072 -2.758 0.359
H -0.406 -2.561 0.386
H -1.212 -3.078 -1.054
```

Results
HOMO energy in hartree: -0.3706
Strongest force on any atom in hartree/bohr: 0.102
Net charge: 0
HOMO-LUMO gap in eV: 10.93
2S+1: 1
Relative energy (zero: lowest compared OMol25 entry of this formula, charge and spin) in eV: 0.000
E_LUMO in eV: 0.8

---

Formula: C9H13F4N2O3S
Source: the OMol25 dataset
Level of theory: the ωB97M-V functional and the def2-TZVPD basis

XYZ file:
```
32
C9H13F4N2O3S the ωB97M-V functional and the def2-TZVPD basis
F 2.473 3.679 2.054
C 1.780 2.605 2.530
F 0.908 3.017 3.433
C 1.038 1.973 1.325
F -0.015 2.727 0.981
F 0.599 0.749 1.685
C 1.974 1.830 0.155
C 2.789 0.750 0.020
C 3.626 0.756 -1.091
N 3.596 1.762 -1.939
N 2.809 2.831 -1.862
C 2.016 2.836 -0.818
H 2.498 1.894 2.937
H 2.788 -0.068 0.717
H 4.299 -0.058 -1.290
H 4.219 1.749 -2.739
H 1.357 3.682 -0.724
O -1.630 -3.080 -1.949
S -2.716 -3.115 -1.017
O -4.016 -2.680 -1.413
O -2.267 -2.306 0.286
C -1.802 -0.962 0.093
C -2.924 0.021 -0.190
C -2.832 -4.706 -0.279
H -1.052 -0.951 -0.703
H -1.304 -0.695 1.021
H -3.413 -0.193 -1.138
H -2.530 1.038 -0.233
H -3.681 -0.031 0.591
H -1.846 -5.020 0.050
H -3.210 -5.378 -1.046
H -3.530 -4.656 0.552
```

Results
HOMO energy in hartree: -0.4724
Strongest force on any atom in hartree/bohr: 0.011
Net charge: +1
HOMO-LUMO gap in eV: 6.94
2S+1: 1
E_LUMO in eV: -5.9

---

Formula: C9H13FeNO2
Source: the OMol25 dataset
Level of theory: the ωB97M-V functional and the def2-TZVPD basis

XYZ file:
```
26
C9H13FeNO2 the ωB97M-V functional and the def2-TZVPD basis
C 0.810 -2.241 -1.396
C -0.579 -2.441 -1.159
C -0.797 -2.435 0.249
C 0.459 -2.225 0.883
C 1.453 -2.100 -0.133
Fe 0.058 -0.221 -0.369
N 1.261 0.897 -0.886
C -0.836 1.434 -2.009
C -1.719 0.393 -1.841
H -1.760 -2.555 0.750
H -1.344 -2.598 -1.921
H 0.632 -2.144 1.957
H 2.516 -1.918 0.029
H 1.296 -2.178 -2.371
H -1.817 -0.384 -2.604
H -0.216 1.513 -2.907
H 2.000 1.447 -1.342
H -2.469 0.423 -1.043
H -0.864 2.310 -1.356
C 0.217 2.850 2.723
O 0.087 2.094 1.577
C 0.282 0.752 1.531
O 0.576 0.134 2.543
H 1.253 2.773 3.117
H -0.504 2.505 3.494
H 0.005 3.913 2.484
```

Results
HOMO energy (spin up / spin down) in hartree: -0.0941 / -0.1307
Strongest force on any atom in hartree/bohr: 0.061
Net charge: -1
HOMO-LUMO gap (spin up / spin down) in eV: 6.31 / 7.28
2S+1: 6
Relative energy (zero: lowest compared OMol25 entry of this formula, charge and spin) in eV: 1.422
E_LUMO (spin up / spin down) in eV: 3.8 / 3.7

---

Formula: C9H13I2NS
Source: the OMol25 dataset
Level of theory: the ωB97M-V functional and the def2-TZVPD basis

XYZ file:
```
26
C9H13I2NS the ωB97M-V functional and the def2-TZVPD basis
C -0.353 0.830 -0.662
C -1.962 1.437 0.757
C 0.299 -0.252 0.018
C -2.697 0.080 1.129
C -0.290 -0.772 1.357
C -1.698 -1.077 1.345
C -1.960 -2.197 0.326
C 2.462 3.512 -2.205
C 2.246 2.316 -1.250
N 1.225 -0.850 -0.634
S 0.365 2.080 -1.464
I -3.526 2.677 0.028
I 2.873 2.781 0.808
H -3.169 0.363 2.168
H -3.490 -0.063 0.416
H 0.253 -1.604 1.677
H -0.122 -0.084 2.274
H -1.909 -1.574 2.359
H -2.996 -2.301 0.160
H -1.578 -3.181 0.575
H -1.523 -2.129 -0.623
H 3.262 3.409 -2.900
H 1.560 3.491 -2.864
H 2.541 4.348 -1.593
H 2.969 1.470 -1.436
H 1.458 -1.691 -0.244
```

Results
HOMO energy (spin up / spin down) in hartree: -0.2992 / -0.2941
Strongest force on any atom in hartree/bohr: 0.083
Net charge: 0
HOMO-LUMO gap (spin up / spin down) in eV: 6.69 / 6.65
2S+1: 1
Relative energy (zero: lowest compared OMol25 entry of this formula, charge and spin) in eV: 3.252
E_LUMO (spin up / spin down) in eV: -1.5 / -1.4

---

Formula: C9H13N2O
Source: the OMol25 dataset
Level of theory: the ωB97M-V functional and the def2-TZVPD basis

XYZ file:
```
25
C9H13N2O the ωB97M-V functional and the def2-TZVPD basis
C -2.280 0.675 1.011
C -1.677 -0.418 0.305
N -1.544 -1.661 0.712
C -0.960 -0.149 -0.974
N -1.456 1.104 -1.555
C 0.396 0.102 -0.329
C 0.754 1.309 -0.012
C 2.086 1.509 0.535
C 2.981 0.515 0.510
C 2.544 -0.803 0.171
C 1.268 -1.054 -0.240
O 0.908 -2.292 -0.601
H -2.801 1.336 0.268
H -1.746 1.395 1.544
H -2.930 0.212 1.694
H -1.073 -2.284 0.061
H -1.719 -1.877 1.733
H -0.950 -0.983 -1.643
H -2.170 0.902 -2.220
H -0.791 1.649 -2.034
H -0.168 1.940 -0.109
H 2.329 2.495 0.837
H 4.044 0.869 0.732
H 3.293 -1.584 0.212
H 1.662 -2.905 -0.608
```

Results
HOMO energy in hartree: -0.4533
Strongest force on any atom in hartree/bohr: 0.120
Net charge: +1
HOMO-LUMO gap in eV: 8.32
2S+1: 1
Relative energy (zero: lowest compared OMol25 entry of this formula, charge and spin) in eV: 1.938
E_LUMO in eV: -4.0

---

Formula: C9H13N2O2S
Source: the OMol25 dataset
Level of theory: the ωB97M-V functional and the def2-TZVPD basis

XYZ file:
```
27
C9H13N2O2S the ωB97M-V functional and the def2-TZVPD basis
C 0.110 0.622 -1.562
C 1.480 2.261 -0.405
C -0.246 1.583 -2.541
C 1.173 3.238 -1.360
C 0.892 0.951 -0.465
C 0.204 2.928 -2.407
C -1.153 -2.453 1.903
C -0.522 -1.086 1.664
C 0.622 -1.234 0.597
N -0.246 3.957 -3.249
N 1.302 0.003 0.352
O -1.334 3.568 -3.979
O -0.597 6.059 -4.571
S 0.224 5.613 -3.510
H -0.041 -0.441 -1.694
H 2.313 2.493 0.315
H -0.996 1.228 -3.266
H 1.511 4.228 -1.054
H -0.358 -3.284 1.815
H -1.425 -2.537 2.966
H -1.913 -2.757 1.203
H 0.061 -0.764 2.539
H -1.186 -0.410 1.181
H 1.329 -2.093 0.756
H 0.171 -1.528 -0.393
H 1.934 0.265 1.117
H -1.436 4.207 -4.635
```

Results
HOMO energy (spin up / spin down) in hartree: -0.4376 / -0.4373
Strongest force on any atom in hartree/bohr: 0.074
Net charge: +1
HOMO-LUMO gap (spin up / spin down) in eV: 6.80 / 5.93
2S+1: 1
Relative energy (zero: lowest compared OMol25 entry of this formula, charge and spin) in eV: 4.096
E_LUMO (spin up / spin down) in eV: -5.1 / -6.0

---

Formula: C9H13N2OS
Source: the OMol25 dataset
Level of theory: the ωB97M-V functional and the def2-TZVPD basis

XYZ file:
```
26
C9H13N2OS the ωB97M-V functional and the def2-TZVPD basis
C 2.764 -3.426 -0.481
C 1.855 -2.269 -0.611
C 2.821 -3.967 0.743
C 1.287 -2.081 0.581
C -1.796 2.483 0.000
C -1.982 0.414 -0.948
C 0.512 1.985 0.929
C -0.290 2.049 -0.323
C -0.495 0.499 -0.579
N -0.383 -0.156 0.725
N -2.522 1.181 0.183
O 0.061 0.923 1.613
S 1.722 -3.162 1.794
H 3.345 -3.594 -1.346
H 1.691 -1.685 -1.486
H 3.415 -4.785 1.087
H -1.704 3.072 0.948
H -2.183 3.161 -0.759
H -2.137 0.974 -1.975
H -2.323 -0.570 -0.961
H 1.578 1.959 0.822
H 0.231 2.743 1.552
H 0.195 2.505 -1.183
H -0.027 -0.059 -1.389
H -2.080 0.488 0.881
H -3.557 1.319 0.185
```

Results
HOMO energy (spin up / spin down) in hartree: -0.4378 / -0.4347
Strongest force on any atom in hartree/bohr: 0.106
Net charge: +1
HOMO-LUMO gap (spin up / spin down) in eV: 7.23 / 8.16
2S+1: 1
Relative energy (zero: lowest compared OMol25 entry of this formula, charge and spin) in eV: 6.109
E_LUMO (spin up / spin down) in eV: -4.7 / -3.7

---

In Eh, the electronic energy values for the records above are, in order, -885.98625, -725.47513, -1483.32733, -1819.54743, -1398.81293, -535.21574, -1008.53505, -933.18261.